1.
{
  "formula": "C23H21EuN7O4S",
  "method": "ωB97M-V with the def2-TZVPD basis set",
  "elements": ["Eu", "O", "C", "O", "C", "C", "C", "C", "C", "N", "C", "O", "O", "H", "H", "H", "H", "H", "C", "C", "C", "C", "N", "C", "C", "C", "C", "C", "C", "N", "C", "C", "C", "C", "C", "N", "H", "H", "H", "H", "H", "H", "H", "H", "H", "H", "H", "N", "N", "C", "N", "S", "H", "H", "H", "H", "H"],
  "coordinates": [[1.0139, 0.3204, 0.0515], [4.6821, -1.1209, -2.1511], [3.4822, -0.8579, -1.7319], [3.2087, -0.5216, -0.5762], [2.4137, -0.9856, -2.7595], [2.6306, -1.4564, -4.0373], [1.5269, -1.5676, -4.8829], [0.2779, -1.1936, -4.4204], [0.1657, -0.7079, -3.1195], [1.2075, -0.6083, -2.3028], [-1.1479, -0.2091, -2.5635], [-2.1505, -0.9210, -3.1130], [-1.1249, -0.2947, -1.0700], [5.3437, -1.0265, -1.4391], [3.6216, -1.7424, -4.3580], [1.6472, -1.9462, -5.8888], [-0.6013, -1.2804, -5.0409], [-3.0211, -0.5563, -2.8892], [2.3489, -2.7131, 3.3963], [1.3770, -2.5979, 4.3753], [0.3806, -1.6419, 4.2305], [0.3832, -0.8215, 3.1143], [1.3194, -0.9467, 2.1481], [2.2778, -1.8743, 2.2991], [-0.6862, 0.1930, 2.8930], [-1.4804, 0.6532, 3.9298], [-2.5268, 1.5200, 3.6386], [-2.7717, 1.8733, 2.3274], [-1.9235, 1.3968, 1.3281], [-0.8655, 0.6102, 1.6217], [-2.1668, 1.6526, -0.0927], [-3.2785, 2.2327, -0.6115], [-3.5055, 2.3338, -2.0297], [-2.5827, 1.9037, -2.9013], [-1.2891, 1.3396, -2.4343], [-1.1311, 1.1978, -0.9590], [3.1425, -3.4428, 3.4685], [1.3850, -3.2472, 5.2404], [-0.3976, -1.5611, 4.9731], [3.0177, -1.9374, 1.5091], [-1.2962, 0.3489, 4.9481], [-3.1577, 1.8967, 4.4314], [-3.6053, 2.5140, 2.0879], [-4.0368, 2.6235, 0.0512], [-4.4316, 2.7680, -2.3760], [-2.7283, 1.9755, -3.9711], [-0.4427, 1.8886, -2.8570], [1.8174, 2.5289, 1.5808], [1.7464, 3.7958, 0.9487], [1.8929, 3.9039, -0.3888], [2.0209, 5.1230, -0.8872], [1.8865, 2.5577, -1.4294], [2.7822, 2.3740, 1.8942], [1.2352, 2.5773, 2.4201], [1.9312, 4.6044, 1.5334], [2.0756, 5.9530, -0.3150], [2.1070, 5.2401, -1.8860]],
  "lowdin_charge": [1.9192, 0.2248, -0.4420, -0.0842, -0.1697, 0.0739, 0.0464, 0.0763, -0.1494, 0.0589, -0.4022, 0.1406, -0.0917, 0.1806, 0.1451, 0.1425, 0.1438, 0.1465, -0.0027, 0.0162, 0.0298, -0.2104, -0.0508, -0.1051, -0.2055, 0.0272, 0.0192, 0.0351, -0.1882, 0.0186, -0.1535, 0.0593, -0.0132, 0.0093, -0.1537, -0.0887, 0.1311, 0.1381, 0.1261, 0.1032, 0.1267, 0.1386, 0.1253, 0.1274, 0.1331, 0.1425, 0.1197, -0.0151, -0.0568, -0.8068, 0.1498, 0.6468, 0.1224, 0.1093, 0.1703, 0.1409, 0.1250],
  "lumo_energy_ev": [-9.85, -8.93],
  "multiplicity": 7,
  "total_charge": 3,
  "energy_ev": -72954.48688,
  "orbital_gap_ev": [6.80, 7.72],
  "e_above_lowest_ev": 3.728
}

***

2.
{
  "formula": "C23H21F3NO6S3",
  "method": "ωB97M-V with the def2-TZVPD basis set",
  "elements": ["C", "C", "O", "C", "C", "C", "C", "C", "C", "C", "C", "O", "H", "H", "H", "H", "H", "H", "H", "H", "H", "H", "H", "F", "C", "F", "F", "S", "N", "S", "C", "C", "C", "C", "C", "C", "O", "O", "S", "C", "C", "C", "C", "C", "C", "O", "O", "H", "H", "H", "H", "H", "H", "H", "H", "H", "H"],
  "coordinates": [[4.7754, -0.4537, 3.8073], [3.7443, 0.5108, 3.3233], [2.6710, -0.3801, 2.9193], [1.5887, 0.2376, 2.4422], [0.5081, -0.7989, 2.0558], [-0.7538, -0.4254, 2.7387], [-1.2999, 0.8525, 2.5869], [-2.3523, 1.2309, 3.4089], [-2.9533, 0.2706, 4.2359], [-2.4966, -1.0542, 4.2461], [-1.4455, -1.4258, 3.4157], [1.4658, 1.4503, 2.3365], [5.6010, 0.0538, 4.2720], [4.3404, -1.1440, 4.5279], [5.1488, -1.0317, 2.9670], [3.3792, 1.2196, 4.0729], [4.0542, 1.0757, 2.4463], [0.9128, -1.7943, 2.2568], [-0.9049, 1.5886, 1.8944], [-2.7086, 2.2603, 3.4123], [-3.8003, 0.5425, 4.8689], [-2.9655, -1.8106, 4.8827], [-1.1414, -2.4720, 3.3023], [1.4723, -2.8009, 0.5091], [0.9530, -1.9388, -0.4111], [1.9558, -1.5602, -1.2405], [0.0212, -2.6285, -1.1507], [0.1993, -0.5201, 0.3228], [-1.8522, -0.0127, -3.2727], [-0.6079, 1.0594, -3.5751], [-0.3897, 0.1685, -5.1164], [0.8551, -0.0934, -5.6996], [0.8880, -0.9721, -6.7999], [-0.2958, -1.5766, -7.2636], [-1.5182, -1.3285, -6.6246], [-1.5472, -0.4369, -5.5646], [-1.0226, 2.4398, -3.7995], [0.6015, 0.8286, -2.7994], [-3.0129, 0.3340, -2.1783], [-3.2334, -1.3162, -1.4503], [-3.6448, -2.4054, -2.2462], [-3.7343, -3.6761, -1.6602], [-3.2938, -3.8664, -0.3402], [-2.8810, -2.7810, 0.4470], [-2.9385, -1.4925, -0.0861], [-2.4720, 1.1640, -1.1012], [-4.2748, 0.6344, -2.8391], [1.7591, 0.3455, -5.2713], [1.8410, -1.2107, -7.2938], [-0.2847, -2.2506, -8.1271], [-2.4574, -1.8142, -6.8923], [-2.4820, -0.2815, -5.0359], [-3.9422, -2.2500, -3.2894], [-4.1588, -4.5156, -2.2236], [-3.2639, -4.8706, 0.0894], [-2.5506, -2.9211, 1.4844], [-2.7736, -0.6263, 0.5591]],
  "lowdin_charge": [-0.0752, -0.2060, -0.0039, -0.4880, -0.4073, -0.2797, -0.0475, -0.0598, -0.0909, -0.0883, -0.0586, 0.0928, 0.0697, 0.0821, 0.0821, 0.1287, 0.1291, 0.1226, 0.1197, 0.1083, 0.0960, 0.1010, 0.1178, 0.0601, -0.8036, 0.0769, 0.0690, 1.1775, -0.3750, 0.6138, -0.2696, -0.0540, -0.1003, -0.1078, -0.0814, -0.1048, -0.3343, -0.3524, 0.5772, -0.2517, -0.0608, -0.0943, -0.1019, -0.0887, -0.0932, -0.3686, -0.3418, 0.1104, 0.0938, 0.0905, 0.0988, 0.0945, 0.1133, 0.0969, 0.0926, 0.0858, 0.0886],
  "lumo_energy_ev": 2.38,
  "total_charge": -1,
  "energy_ev": -78625.13751,
  "orbital_gap_ev": 7.74
}

***

3.
{
  "formula": "C23H21F6N6O2PdSSb",
  "method": "ωB97M-V with the def2-TZVPD basis set",
  "elements": ["Pd", "C", "C", "N", "N", "C", "N", "S", "C", "C", "C", "C", "C", "N", "H", "H", "H", "H", "H", "H", "H", "H", "H", "H", "O", "C", "N", "C", "C", "O", "N", "C", "C", "C", "C", "C", "C", "C", "C", "C", "C", "C", "C", "H", "H", "H", "H", "H", "H", "H", "H", "H", "H", "H", "F", "Sb", "F", "F", "F", "F", "F"],
  "coordinates": [[-0.4266, 0.2911, -0.1090], [3.9127, 0.0617, 1.2526], [2.4246, 0.1066, 1.0865], [1.8155, 0.1400, -0.0353], [2.4695, 0.1141, -1.2147], [1.8425, 0.3200, -2.4032], [2.6297, 0.2306, -3.4791], [0.2213, 0.7023, -2.5734], [1.5780, 0.1365, 2.2996], [2.1240, 0.2100, 3.5737], [1.2747, 0.3082, 4.6671], [-0.0910, 0.3146, 4.4637], [-0.5649, 0.1999, 3.1618], [0.2508, 0.1167, 2.1220], [4.4542, 0.1507, 0.3151], [4.2102, -0.8712, 1.7330], [4.2369, 0.8860, 1.8869], [3.4652, -0.0407, -1.2211], [3.6136, 0.0291, -3.4269], [2.2207, 0.3894, -4.3832], [3.1933, 0.1941, 3.7250], [1.6876, 0.3807, 5.6642], [-0.7870, 0.4020, 5.2853], [-1.6235, 0.1730, 2.9559], [-0.4807, -1.8861, -0.9495], [-1.4335, -2.2113, -0.2263], [-2.1267, -3.3654, -0.2547], [-3.1378, -3.4007, 0.7789], [-2.8161, -1.9587, 1.5249], [-3.3633, -1.6198, 2.5284], [-1.8767, -1.3816, 0.7604], [-2.8909, -4.5319, 1.7505], [-1.7584, -4.5036, 2.5637], [-1.4928, -5.5515, 3.4252], [-2.3474, -6.6453, 3.4747], [-3.4629, -6.6899, 2.6535], [-3.7406, -5.6351, 1.7977], [-4.5410, -3.2258, 0.2841], [-5.5870, -3.1933, 1.2164], [-6.8887, -3.0323, 0.7890], [-7.1599, -2.8773, -0.5669], [-6.1246, -2.8765, -1.4933], [-4.8171, -3.0364, -1.0721], [-1.9291, -4.1322, -0.8764], [-1.0907, -3.6491, 2.5257], [-0.6203, -5.5157, 4.0641], [-2.1401, -7.4629, 4.1523], [-4.1218, -7.5476, 2.6773], [-4.6076, -5.6792, 1.1528], [-5.3634, -3.2780, 2.2717], [-7.6959, -3.0125, 1.5084], [-8.1806, -2.7432, -0.8996], [-6.3347, -2.7491, -2.5464], [-4.0112, -3.0306, -1.7931], [0.1611, 2.5666, 0.0029], [-1.7568, 3.1346, -0.1550], [-1.2413, 3.7875, -1.8364], [-1.2961, 4.6235, 0.8760], [-3.5558, 3.6210, -0.1780], [-1.8884, 2.0052, 1.3961], [-2.2949, 1.4256, -1.0236]],
  "lowdin_charge": [0.9811, 0.0079, -0.2191, 0.0129, 0.0174, -0.7913, 0.1170, 0.7943, -0.2086, 0.0049, -0.0258, -0.0081, -0.1039, 0.0501, 0.0707, 0.1092, 0.1027, 0.1381, 0.1194, 0.1102, 0.1126, 0.1209, 0.1208, 0.0940, -0.0265, -0.5508, 0.1810, -0.2189, -0.3745, 0.1893, 0.1636, -0.1482, -0.0147, -0.0560, -0.0587, -0.0524, -0.0122, -0.1517, -0.0147, -0.0382, -0.0387, -0.0464, 0.0053, 0.1804, 0.1217, 0.1113, 0.1129, 0.1140, 0.1213, 0.1314, 0.1172, 0.1166, 0.1152, 0.1185, -0.4301, 1.4291, -0.3404, -0.3297, -0.3245, -0.3801, -0.4489],
  "lumo_energy_ev": [-3.39, -6.79],
  "multiplicity": 4,
  "total_charge": 1,
  "energy_ev": -74381.16624,
  "orbital_gap_ev": [8.39, 4.85],
  "e_above_lowest_ev": 1.386
}